No. 1
The molecule C20H23N5O3 at a distorted geometry. Source: OMol25; level of theory: wB97M-V/def2-TZVPD.

Output
Gap between HOMO and LUMO ... 8.620 eV
DFT total energy ... -34706.52458 eV
HOMO ... -7.95 eV
ΔE to the lowest compared entry with this formula, charge and spin ... 51.5 kcal per mole
LUMO level ... 0.025 Eh

Each atom is followed by the atoms it is bonded to, with distances in Å.
Geometry (Å):
1 C 4.414 3.157 0.226  O2 1.406, H29 1.089, H30 1.095, H31 1.095
2 O 3.977 2.755 1.500  C1 1.406, C3 1.364
3 C 2.780 2.109 1.606  O2 1.364, C4 1.391, C28 1.395
4 C 1.949 1.786 0.538  C3 1.391, C5 1.385, H32 1.079
5 C 0.759 1.117 0.768  C4 1.385, C6 1.387, H33 1.079
6 C 0.365 0.764 2.050  C5 1.387, C7 1.508, C27 1.390
7 C -0.948 0.056 2.274  C6 1.508, N8 1.449, H34 1.094, H35 1.094
8 N -2.076 0.758 1.696  C7 1.449, C9 1.349, H36 1.009
9 C -2.429 0.519 0.416  N8 1.349, N10 1.370, N26 1.314
10 N -2.048 -0.636 -0.213  C9 1.370, C11 1.305
11 C -2.588 -0.546 -1.398  N10 1.305, N12 1.332, N22 1.397
12 N -2.460 -1.379 -2.429  C11 1.332, C13 1.452, H37 1.015
13 C -1.822 -2.678 -2.317  N12 1.452, C14 1.506, H38 1.094, H39 1.098
14 C -0.639 -2.624 -1.387  C13 1.506, C15 1.386, C21 1.389
15 C 0.456 -1.830 -1.690  C14 1.386, C16 1.384, H40 1.081
16 C 1.525 -1.717 -0.819  C15 1.384, C17 1.390, H41 1.079
17 C 1.514 -2.411 0.386  C16 1.390, O18 1.361, C20 1.395
18 O 2.499 -2.372 1.324  C17 1.361, C19 1.407
19 C 3.622 -1.557 1.089  O18 1.407, H42 1.089, H43 1.094, H44 1.095
20 C 0.423 -3.227 0.685  C17 1.395, C21 1.377, H45 1.079
21 C -0.637 -3.329 -0.190  C14 1.389, C20 1.377, H46 1.080
22 N -3.317 0.642 -1.499  C11 1.397, C23 1.366, N26 1.378
23 C -4.079 1.071 -2.548  N22 1.366, C24 1.498, O25 1.219
24 C -4.784 2.370 -2.298  C23 1.498, H47 1.088, H48 1.086, H49 1.088
25 O -4.151 0.422 -3.577  C23 1.219
26 N -3.187 1.315 -0.304  C9 1.314, N22 1.378
27 C 1.201 1.091 3.112  C6 1.390, C28 1.379, H50 1.080
28 C 2.394 1.748 2.897  C3 1.395, C27 1.379, H51 1.078
29 H 5.367 3.658 0.386  C1 1.089
30 H 3.711 3.856 -0.239  C1 1.095
31 H 4.566 2.299 -0.438  C1 1.095
32 H 2.217 2.045 -0.475  C4 1.079
33 H 0.128 0.857 -0.068  C5 1.079
34 H -0.922 -0.928 1.797  C7 1.094
35 H -1.131 -0.065 3.345  C7 1.094
36 H -2.234 1.705 2.007  N8 1.009
37 H -3.039 -1.163 -3.234  N12 1.015
38 H -1.504 -2.963 -3.325  C13 1.094
39 H -2.541 -3.424 -1.956  C13 1.098
40 H 0.470 -1.276 -2.618  C15 1.081
41 H 2.355 -1.081 -1.085  C16 1.079
42 H 4.259 -1.674 1.965  C19 1.089
43 H 3.337 -0.505 0.990  C19 1.094
44 H 4.171 -1.878 0.198  C19 1.095
45 H 0.428 -3.764 1.620  C20 1.079
46 H -1.480 -3.952 0.067  C21 1.080
47 H -5.416 2.272 -1.419  C24 1.088
48 H -5.376 2.640 -3.167  C24 1.086
49 H -4.047 3.141 -2.084  C24 1.088
50 H 0.917 0.823 4.119  C27 1.080
51 H 3.049 2.001 3.716  C28 1.078



No. 2
The molecule C20H23N5O4S at a distorted geometry. Source: OMol25; level of theory: wB97M-V/def2-TZVPD.

Output
Gap between HOMO and LUMO ... 9.107 eV
DFT total energy ... -47586.76540 eV
HOMO ... -9.09 eV
ΔE to the lowest compared entry with this formula, charge and spin ... 115.2 kcal per mole
LUMO level ... 0.001 Eh

Each atom is followed by the atoms it is bonded to, with distances in Å.
Geometry (Å):
1 C -0.374 4.874 1.224  O2 1.414, H31 1.089, H32 1.093, H33 1.093
2 O 0.872 4.307 0.872  C1 1.414, C3 1.353
3 C 0.976 2.960 0.811  O2 1.353, C4 1.391, C25 1.407
4 C -0.057 2.079 1.114  C3 1.391, C5 1.380, H34 1.077
5 C 0.127 0.717 0.994  C4 1.380, S6 1.802, C23 1.379
6 S -1.307 -0.331 1.298  C5 1.802, O7 1.434, O8 1.434, N9 1.647
7 O -1.076 -1.067 2.506  S6 1.434
8 O -2.466 0.511 1.221  S6 1.434
9 N -1.381 -1.416 0.061  S6 1.647, C10 1.452, C17 1.439
10 C -1.807 -0.913 -1.232  N9 1.452, C11 1.507, H35 1.092, H36 1.092
11 C -0.760 -0.044 -1.879  C10 1.507, C12 1.390, C16 1.390
12 C -0.864 1.340 -1.806  C11 1.390, C13 1.384, H37 1.080
13 C 0.130 2.150 -2.325  C12 1.384, C14 1.385, H38 1.081
14 C 1.248 1.587 -2.918  C13 1.385, C15 1.384, H39 1.079
15 C 1.351 0.210 -3.013  C14 1.384, C16 1.384, H40 1.079
16 C 0.349 -0.599 -2.506  C11 1.390, C15 1.384, H41 1.080
17 C -0.652 -2.652 0.164  N9 1.439, C18 1.544, H42 1.091, H43 1.095
18 C -1.585 -3.878 0.065  C17 1.544, C19 1.542, O22 1.416, H44 1.096
19 C -2.674 -3.840 1.156  C18 1.542, C20 1.531, H45 1.087, H46 1.090
20 C -2.506 -5.179 1.881  C19 1.531, C21 1.527, H47 1.087, H48 1.091
21 C -1.046 -5.513 1.579  C20 1.527, O22 1.415, H49 1.090, H50 1.099
22 O -0.836 -5.065 0.253  C18 1.416, C21 1.415
23 C 1.339 0.180 0.612  C5 1.379, C24 1.382, H51 1.076
24 C 2.375 1.039 0.298  C23 1.382, C25 1.389, H52 1.078
25 C 2.200 2.415 0.381  C3 1.407, C24 1.389, N26 1.398
26 N 3.260 3.231 -0.023  C25 1.398, C27 1.359, N30 1.346
27 C 3.577 4.524 0.251  N26 1.359, N28 1.305, H53 1.066
28 N 4.676 4.821 -0.388  C27 1.305, N29 1.329
29 N 5.029 3.727 -1.053  N28 1.329, N30 1.261
30 N 4.219 2.782 -0.853  N26 1.346, N29 1.261
31 H -0.226 5.951 1.173  C1 1.089
32 H -0.666 4.593 2.239  C1 1.093
33 H -1.158 4.579 0.521  C1 1.093
34 H -1.032 2.421 1.416  C4 1.077
35 H -2.051 -1.770 -1.864  C10 1.092
36 H -2.714 -0.333 -1.049  C10 1.092
37 H -1.734 1.776 -1.337  C12 1.080
38 H 0.035 3.225 -2.268  C13 1.081
39 H 2.032 2.216 -3.311  C14 1.079
40 H 2.212 -0.234 -3.489  C15 1.079
41 H 0.428 -1.672 -2.606  C16 1.080
42 H -0.191 -2.662 1.153  C17 1.091
43 H 0.131 -2.729 -0.598  C17 1.095
44 H -2.011 -3.932 -0.944  C18 1.096
45 H -3.668 -3.722 0.731  C19 1.087
46 H -2.483 -3.004 1.828  C19 1.090
47 H -2.703 -5.108 2.947  C20 1.087
48 H -3.157 -5.937 1.444  C20 1.091
49 H -0.820 -6.579 1.602  C21 1.090
50 H -0.378 -4.985 2.273  C21 1.099
51 H 1.470 -0.886 0.544  C23 1.076
52 H 3.329 0.666 -0.039  C24 1.078
53 H 3.021 5.171 0.891  C27 1.066